7
Properties=species:S:1:pos:R:3:forces:R:3:lowdin_spin:R:1 method="wB97M-V/def2-TZVPD" spin_multiplicity=3 s2=2.008 gap_ha="0.344 / 0.326" lumo_ev="0.641 / -1.407"
C -1.2694 -0.5101 -0.7350 -1.4092 -0.2812 -0.7704 0.667
P 1.7256 0.2327 0.6473 0.1197 -0.2141 0.0259 0.865
Br -2.0976 0.9793 0.0193 0.2315 0.3044 0.4682 0.152
Br -1.1830 -2.1041 0.2158 0.1887 -0.0712 0.2572 0.150
H -1.7924 -0.6739 -1.6845 0.8609 -0.0265 0.0252 0.029
H 3.0452 0.4667 1.0848 0.2024 -0.1056 0.1071 0.069
H 1.5716 1.6094 0.4522 -0.1940 0.3942 -0.1131 0.067


67
Properties=species:S:1:pos:R:3:forces:R:3:lowdin_spin:R:1 method="wB97M-V/def2-TZVPD" spin_multiplicity=3 s2=2.002 gap_ha="0.299 / 0.299" lumo_ev="-3.272 / -3.277" charge=+1
Tm 0.2799 -1.5703 -0.0674 -1.2729 -1.3000 0.4850 2.009
C 3.6521 4.0764 3.1863 0.0643 -0.0198 -0.0440 0.000
C 2.1616 4.3786 3.1764 -0.1326 -0.2458 -0.1263 0.000
C 1.8878 5.7677 2.6396 0.0114 0.0121 -0.1910 0.000
C 0.3988 6.0573 2.6422 -0.0611 -0.0550 -0.0311 0.000
C -0.3311 5.0170 1.8329 0.1532 0.0410 0.0676 0.000
C -1.5023 5.3093 1.1866 -0.0868 0.1492 0.0045 0.000
C -2.1681 4.3382 0.4340 -0.1022 0.1981 0.0057 0.000
F -3.3085 4.6911 -0.1709 -0.0015 -0.0054 -0.0047 0.000
C -1.6916 3.0755 0.3034 0.0737 -0.2099 -0.0314 0.000
C -0.4915 2.7477 0.9590 0.0362 -0.0358 -0.0702 0.000
C 0.0314 1.4112 0.8588 -0.1705 -0.1641 -0.0682 0.000
O -0.5310 0.5018 0.1538 0.0704 0.6818 0.3863 -0.001
C 1.1992 1.1286 1.6013 0.0210 0.0194 -0.0070 0.000
C 1.8362 2.1053 2.2999 0.0964 0.0831 0.1456 0.000
N 1.3918 3.3679 2.3606 -0.0845 0.1902 -0.0072 0.000
C 0.1973 3.7103 1.7157 0.3000 0.0042 0.2576 0.000
C 1.5757 -0.3094 1.4280 0.7761 0.4436 0.4794 0.000
O 0.8994 -1.1700 2.0530 0.4138 0.3319 0.5765 -0.002
O 2.2229 -0.6277 0.3838 0.4144 0.4955 0.5664 -0.003
H 4.1720 4.9463 3.5877 -0.0084 -0.0400 0.0024 0.000
H 4.0234 3.8976 2.1739 -0.0112 0.0401 0.0573 0.000
H 3.9195 3.2285 3.8168 -0.0135 0.0382 -0.0253 0.000
H 1.7711 4.3171 4.1937 -0.0607 -0.0322 0.0662 0.000
H 2.2893 5.8430 1.6226 -0.0111 0.0325 0.0561 0.000
H 2.4283 6.4824 3.2596 -0.0333 0.0099 -0.0021 0.000
H 0.1911 7.0480 2.2398 -0.0105 -0.0015 -0.0086 0.000
H 0.0271 6.0481 3.6720 -0.0104 0.0050 -0.0162 0.000
H -1.9260 6.3060 1.2516 0.0069 -0.0807 -0.0258 0.000
H -2.2058 2.3280 -0.2858 0.0291 0.0289 0.0268 0.000
H 2.7421 1.8939 2.8476 -0.0289 -0.0173 -0.0521 0.000
Br 1.0947 -8.5200 0.3318 0.0131 -0.1540 0.0139 0.000
C 0.8683 -6.6702 0.2067 -0.0417 -0.1474 0.0498 0.000
C 1.7274 -5.9194 -0.5687 0.1358 0.0332 -0.0650 0.000
C 1.5160 -4.5576 -0.6098 -0.0901 0.0794 0.0427 0.000
N 0.5207 -3.9546 0.0464 0.0886 -0.1499 -0.1159 -0.002
C -0.3209 -4.6939 0.7813 -0.1030 0.1854 0.1166 0.000
C -0.1665 -6.0605 0.8950 -0.1195 -0.1477 0.0628 0.000
C -1.4211 -3.9504 1.4720 0.1507 -0.0944 -0.1790 0.000
C -2.3552 -4.5854 2.2679 0.0293 -0.1720 0.0548 0.000
C -3.3208 -3.8160 2.8906 -0.0741 -0.1138 0.0801 0.000
Br -4.5930 -4.6390 3.9845 -0.1109 -0.0773 0.0975 0.000
C -3.3456 -2.4494 2.7078 -0.0513 0.1509 -0.0193 0.000
C -2.3900 -1.9037 1.8756 0.0369 0.0412 -0.0708 0.000
N -1.4535 -2.6297 1.2691 0.0108 0.0040 0.0223 -0.002
H 2.5392 -6.3712 -1.1197 -0.0111 0.0054 0.0161 0.000
H 2.1628 -3.9182 -1.1942 0.0311 0.0655 -0.0609 0.000
H -0.8333 -6.6586 1.4980 0.0354 0.0123 -0.0384 0.000
H -2.3429 -5.6546 2.4186 -0.0057 0.0515 0.0062 0.000
H -4.0855 -1.8262 3.1872 -0.0049 -0.0053 -0.0063 0.000
H -2.3719 -0.8397 1.6800 0.0187 0.0599 -0.0144 0.000
O 0.9341 -1.6815 -2.0979 -0.2186 -0.0126 -1.2260 -0.001
C -0.2825 -1.5349 -2.4868 0.0549 -0.1990 -0.3232 0.000
O -1.2285 -1.6498 -1.6464 -0.1486 0.0002 -0.8412 0.001
C -0.5670 -1.2127 -3.9024 0.0204 -0.0766 0.0984 0.000
C -1.8516 -0.8486 -4.2865 -0.1123 -0.0013 -0.0715 0.000
C -2.1128 -0.5417 -5.6131 -0.0166 -0.0121 -0.0189 0.000
C -1.0954 -0.6090 -6.5554 -0.1508 0.0821 -0.0332 0.000
C 0.1667 -0.9812 -6.1396 0.3425 0.2943 -0.1751 0.000
C 0.4600 -1.2826 -4.8308 0.1281 0.0363 0.0819 0.000
N 1.2610 -1.0580 -7.1459 -0.4719 -1.1697 -0.1777 0.000
O 2.3136 -1.5409 -6.7845 0.1264 0.4167 0.1581 0.000
O 0.9785 -0.7868 -8.2925 0.0792 0.4341 0.0668 0.000
H -2.6345 -0.8115 -3.5394 0.0419 0.0040 -0.0372 0.000
H -3.1089 -0.2515 -5.9192 0.0227 -0.0132 0.0040 0.000
H -1.2659 -0.3785 -7.5974 -0.0026 -0.0002 0.0223 0.000
H 1.4621 -1.5580 -4.5388 0.0005 -0.0066 0.0076 0.000


53
Properties=species:S:1:pos:R:3:forces:R:3:nbo_charge:R:1 method="wB97M-V/def2-TZVPD" smiles="CCCCOc1ccc(NC(=O)Cn2c(=O)ccc3c(C)cc(C)nc32)cc1" gap_ha=0.275 lumo_ev=-0.200
C 6.9098 -2.7743 -1.7726 -0.1103 -0.1532 -0.1781 -0.598
C 5.6949 -3.5029 -2.3337 -0.0802 0.1462 0.2377 -0.393
C 4.4643 -3.3025 -1.4541 -0.2109 -0.2046 -0.2725 -0.425
C 3.2470 -4.0429 -2.0122 0.4016 0.0968 -0.0126 -0.055
O 2.0972 -3.8914 -1.2071 -0.2253 -0.0075 0.1627 -0.497
C 1.3899 -2.7262 -1.2505 -0.1666 0.1316 0.0502 0.289
C 0.3172 -2.6452 -0.3599 0.1878 -0.0755 -0.1100 -0.234
C -0.4852 -1.5274 -0.3262 0.1053 0.0721 -0.1261 -0.248
C -0.2420 -0.4530 -1.1820 0.3395 -0.1306 -0.1916 0.197
N -1.0983 0.6491 -1.1031 -0.1799 -0.2242 0.2796 -0.652
C -1.0369 1.8219 -1.7744 -0.4928 0.1994 0.2396 0.670
O -0.2233 2.1209 -2.6171 0.2248 0.1041 -0.2587 -0.596
C -2.1815 2.7729 -1.3691 0.0626 0.0914 -0.6519 -0.327
N -2.0987 3.2351 0.0070 0.1243 0.1141 -0.1271 -0.395
C -1.5477 4.5065 0.2095 -0.0397 0.0098 -0.1351 0.623
O -1.1564 5.1699 -0.7288 0.1021 0.0980 0.0370 -0.588
C -1.5104 4.9525 1.5888 -0.0283 0.1152 0.5074 -0.283
C -2.0243 4.2309 2.6009 0.1795 0.2866 -0.3022 -0.143
C -2.6198 2.9593 2.3496 -0.1735 -0.4910 -0.2922 -0.121
C -3.2034 2.1462 3.3405 0.0450 -0.0625 -0.3771 0.092
C -3.2460 2.5827 4.7696 -0.0023 0.0023 -0.0056 -0.649
C -3.7395 0.9319 2.9568 0.0594 0.0938 -0.0544 -0.299
C -3.6753 0.5321 1.6221 -0.0145 0.1190 0.2368 0.278
C -4.2252 -0.7869 1.1825 -0.0106 -0.0351 0.0323 -0.652
N -3.1241 1.2892 0.6895 -0.1021 0.1460 -0.1307 -0.532
C -2.6185 2.4828 1.0194 -0.3366 -0.1948 0.9515 0.422
C 0.8253 -0.5299 -2.0675 -0.1576 0.2011 0.0188 -0.235
C 1.6327 -1.6535 -2.1010 0.1513 -0.4236 0.0929 -0.294
H 7.7758 -2.9270 -2.4121 0.1365 0.0397 -0.0014 0.209
H 7.1484 -3.1419 -0.7772 0.0653 -0.0016 0.1159 0.202
H 6.7163 -1.7061 -1.7055 0.0247 0.1226 0.0323 0.203
H 5.9135 -4.5704 -2.4118 -0.0081 -0.0454 -0.0878 0.194
H 5.4840 -3.1345 -3.3404 -0.0065 -0.0641 -0.0694 0.195
H 4.6637 -3.6732 -0.4464 -0.0191 0.0269 0.0510 0.204
H 4.2384 -2.2371 -1.3741 0.0131 0.0235 0.0565 0.206
H 3.4396 -5.1200 -2.0139 -0.0039 0.1305 -0.0815 0.190
H 3.0441 -3.7315 -3.0447 -0.0120 -0.0504 0.0529 0.169
H 0.1333 -3.4809 0.2968 -0.0271 -0.0959 0.0823 0.220
H -1.3104 -1.4777 0.3697 -0.1077 -0.0108 0.0965 0.202
H -1.8732 0.5653 -0.4417 0.1710 0.0926 -0.3146 0.428
H -3.1390 2.2679 -1.5145 0.0970 0.0961 0.0159 0.232
H -2.1061 3.6596 -2.0042 -0.0240 -0.2819 0.1268 0.272
H -1.0592 5.9193 1.7473 0.0316 0.0583 -0.0023 0.235
H -1.9929 4.6051 3.6127 0.0340 0.0892 0.0814 0.218
H -3.7388 1.8318 5.3816 -0.0073 0.0031 0.0508 0.225
H -3.7899 3.5212 4.8662 -0.0144 0.0636 0.0743 0.229
H -2.2377 2.7350 5.1522 0.0376 0.0360 0.0816 0.230
H -4.2006 0.2820 3.6844 -0.0431 -0.0636 0.0995 0.217
H -3.7340 -1.5984 1.7176 -0.0066 -0.0986 0.0184 0.228
H -4.0797 -0.9193 0.1141 -0.0051 -0.0233 -0.0329 0.234
H -5.2896 -0.8390 1.4053 -0.0772 -0.0639 -0.0040 0.232
H 1.0244 0.2946 -2.7314 -0.0043 0.0270 -0.0152 0.254
H 2.4477 -1.6728 -2.8067 0.1035 -0.0343 -0.0474 0.216


11
Properties=species:S:1:pos:R:3:forces:R:3:nbo_charge:R:1 method="wB97M-V/def2-TZVPD" gap_ha=0.327 lumo_ev=-5.183 charge=+1
C 1.2274 -0.1842 0.5831 0.3003 -0.4911 -1.9460 -0.245
N -0.8594 0.5727 0.0793 -0.5991 1.3910 -0.7437 -0.246
N -1.1872 1.3346 -0.7022 0.1474 -1.3994 0.9951 0.311
N -1.8363 1.9779 -1.4403 -1.7370 0.7967 -0.6789 -0.434
N 0.3998 -1.4297 0.5153 -0.5680 -1.5128 0.0059 -0.752
S 1.7899 0.0868 1.9844 1.3790 1.3056 2.3979 0.293
H 1.5595 0.2540 -0.4126 -0.8143 -0.7599 1.3012 0.257
H -1.5895 2.6036 -2.1805 0.8723 0.2329 -0.1089 0.430
H -0.5339 -1.4682 0.9651 0.6182 1.1595 0.4413 0.470
H 0.9413 -2.1504 1.0522 -0.3797 0.1473 -1.3784 0.466
H 0.0884 -1.5971 -0.4436 0.7810 -0.8698 -0.2856 0.450


9
Properties=species:S:1:pos:R:3:forces:R:3:nbo_charge:R:1 method="wB97M-V/def2-TZVPD" gap_ha=0.368 lumo_ev=-1.057
C 1.7915 1.2742 -0.7442 -1.1160 -0.4307 0.2301 0.275
C 0.6945 0.6154 -0.5758 1.1513 0.7561 1.6689 -0.561
C -0.2794 -0.4836 -0.4391 3.2639 -2.1954 4.4436 0.053
C -0.5807 0.6937 0.3945 -0.3740 -0.3856 -2.6077 0.783
O 0.1784 -1.8358 0.2582 -1.9728 2.7768 -2.0783 -0.705
F -0.5779 0.5470 1.6844 0.4269 0.6367 0.5434 -0.263
F -1.5016 1.5934 -0.0443 0.6604 -0.7638 0.7759 -0.297
H -0.6927 -0.6529 -1.3318 -2.2663 -1.1774 -2.9220 0.230
H 0.9679 -1.7515 0.7981 0.2266 0.7833 -0.0539 0.486


22
Properties=species:S:1:pos:R:3:forces:R:3:nbo_charge:R:1 method="wB97M-V/def2-TZVPD" gap_ha="0.263 / 0.303" lumo_ev="-1.120 / -1.100"
C -3.1443 -0.9596 -2.0444 -1.6081 1.2409 3.5386 -0.539
C -2.7005 -0.3691 -0.9407 -0.9702 -0.4128 -0.6314 -0.051
C 0.7790 -2.6936 0.4125 -1.4157 0.1066 0.1581 -0.655
C 0.9025 3.2299 -0.2063 0.5617 -0.2908 -0.5955 -0.626
C 1.3951 -1.5942 1.2296 3.0350 -0.3978 1.7627 -0.095
C 0.3408 2.1313 0.6372 1.5696 -2.5736 -0.6333 -0.705
O 1.8786 0.2432 -0.7610 0.1656 0.1444 -1.1780 -1.028
O 0.7163 -0.3261 1.3552 -0.7364 -1.2749 -0.5309 -0.804
P 0.5807 0.4164 -0.0762 0.4107 0.7341 0.4655 1.755
Br -3.5777 0.2178 0.6082 0.3308 -0.1752 -0.5072 0.100
H -4.1046 -1.3277 -2.3556 -0.9952 0.3499 0.8443 0.223
H -2.5267 -1.2406 -2.7579 3.6296 -0.9131 -3.1305 0.214
H -0.0194 -2.1993 -0.1490 -0.5449 -0.7381 0.1471 0.220
H 1.3818 -3.1422 -0.3288 1.3396 0.1728 -0.9444 0.223
H 0.4977 -3.5946 0.9711 -0.7477 0.6576 0.2717 0.219
H 1.9937 3.1845 -0.2665 -0.1424 -0.4451 -0.0575 0.228
H 0.5374 3.3297 -1.2407 -0.2268 -0.0269 0.6014 0.222
H 0.7313 4.0765 0.3895 -0.4650 1.8171 0.2231 0.218
H 2.4396 -1.4332 0.8518 -1.0068 0.3450 0.1496 0.203
H 1.5863 -1.8907 2.2814 -0.5111 0.0116 -0.5195 0.194
H -0.6789 2.0709 0.9017 -1.2141 0.8479 0.4670 0.234
H 0.9913 1.8705 1.4890 -0.4582 0.8201 0.0992 0.250


Here are the calculated total energy numbers, same order: -150455.4721, -225112.2880, -33834.1620, -17902.7476, -11656.2400, -89838.7162 (eV).
Here are the calculated energy above the lowest of the compared OMol25 structures with the same formula, charge and spin numbers, same order: 41.4, 7.4, 31.6, 42.3, 122.3, 0.0 (kcal/mol).